[1]
Formula: C19H45BClN4O12PS4
Source: OMol25
Level of theory: ωB97M-V with the def2-TZVPD basis set

Each line ends with the Mulliken charge.
Element x y z (Å)
H 5.1290 -3.0355 -1.9584  0.348
H -7.8080 -3.4984 -3.2677  0.263
H 3.9479 1.8650 1.8252  0.336
O 0.0898 3.6473 -0.1772  -0.628
H -0.3165 0.9833 -0.5738  0.687
N -0.3498 -7.1102 -1.6180  -0.689
H -6.8717 -4.4838 -1.2174  0.384
C 3.1215 -3.4298 -1.2180  -0.556
H 0.7058 -3.5824 -0.2799  0.228
H 2.8135 -4.2811 -0.6000  0.356
O 0.4497 6.0043 -0.7778  -0.285
H -8.6049 0.7793 -3.6957  0.319
H -1.4942 -3.9946 0.0887  0.357
H -3.5874 -1.2400 -1.1634  0.245
Cl 1.4216 0.9651 -3.2566  -0.225
C 2.7875 6.3003 -0.0510  -0.886
O -6.2895 -0.1349 -2.4079  -0.629
C 5.9649 5.4635 5.4871  -0.987
H -3.6233 -0.5718 1.4350  0.203
H 2.5947 -1.8105 0.0814  0.398
O 3.9465 3.1919 4.3424  -0.612
C -0.5678 -2.7692 1.6535  -1.472
H 4.9066 5.3182 5.6963  0.294
H 2.3861 -1.4429 -1.6406  0.137
H -9.7447 0.5131 -2.3347  0.333
C 0.7616 -2.6010 -0.7556  -0.470
O -0.6275 -0.6120 -2.9567  -0.480
C -1.4908 -3.8920 1.1754  -0.525
H 5.5372 1.6171 2.6067  0.362
C -7.3761 -2.8562 -2.5037  -0.349
N -2.7712 -0.2199 1.0206  -0.442
H -6.3668 -2.5903 -2.8183  0.337
H 3.3861 6.6029 0.8059  0.320
H 6.2698 6.4296 5.8904  0.392
H 5.3927 2.6978 1.1798  0.338
S -7.6120 -0.3448 -1.8948  1.269
S 4.5477 3.6722 3.1372  1.134
C -1.0891 4.6858 -2.2731  -0.980
P -0.1948 -1.4161 0.2696  0.430
O 1.4697 4.2210 -2.1448  -0.603
H 0.4666 -0.7027 1.2996  -0.287
H 4.7522 -2.2400 -0.4385  0.366
H -6.8926 -2.9173 -0.3952  0.263
C -7.3896 -3.5269 -1.1481  -0.959
C 4.9041 2.3210 2.0736  -0.960
H 0.9950 7.2034 0.7521  0.288
B -2.1047 -1.0798 0.0945  0.661
N 5.3580 -4.2061 -0.2681  -0.651
H 5.0745 -4.2561 0.7002  0.232
O -2.7901 -1.7181 -0.9006  -0.551
H 0.3833 -3.1882 2.0049  0.518
H -8.4131 -3.7031 -0.8184  0.295
S -1.0517 -5.5393 1.8400  -0.293
H -1.2572 3.7228 -2.7515  0.348
H -0.3742 -9.1489 -1.1035  0.406
H -1.9218 4.9474 -1.6267  0.324
H 1.1539 5.4848 1.1073  0.344
H 3.1379 5.3237 -0.3787  0.249
C 0.3242 0.1398 -0.8694  -1.501
C -0.7588 -6.4109 0.3678  0.462
H -1.0101 -2.2525 2.5140  0.437
H 7.2915 5.6504 3.7915  0.280
C 1.3334 6.2502 0.3522  -0.433
O -7.8056 -0.3734 -0.4776  -0.619
O -8.2042 -1.6634 -2.5444  -0.277
H -0.9087 5.4541 -3.0196  0.342
O 6.0427 4.1184 3.4229  -0.302
H 1.3435 0.4596 -0.6389  0.519
O 3.8915 4.7119 2.3999  -0.525
H -2.2028 0.2348 1.7199  0.215
N -0.5328 -5.9727 -0.8260  0.095
H 2.9411 7.0062 -0.8680  0.330
H 5.2595 -5.1174 -0.6933  0.239
C 4.6300 -3.1749 -0.9964  -0.659
H -2.5238 -3.7258 1.4920  0.609
H -8.4846 1.7742 -2.2131  0.375
S 0.3589 4.5084 -1.2931  1.285
C 6.2466 5.4329 4.0012  -0.269
C 0.1781 0.0022 -2.3434  0.629
O -0.7319 -7.7541 0.4500  -0.324
H 2.9472 -3.7147 -2.2621  0.354
H 6.5217 4.6780 5.9973  0.266
C 2.2470 -2.2151 -0.8801  -0.667
H 0.2973 -2.7017 -1.7394  0.555
H 5.6355 6.1522 3.4552  0.252
C -8.7347 0.7960 -2.6176  -1.005
C -0.4660 -8.1093 -0.8346  0.092

- structure (SMILES) = NCCCC[PH](CCSc1nnco1)(CC(=O)Cl)B(N)O.CCOS(C)(=O)=O.CCOS(C)(=O)=O.CCOS(C)(=O)=O
- relative energy (zero: lowest compared OMol25 entry of this formula, charge and spin) (kcal/mol) = 0.00
- molar mass (g/mol) = 727.09
- lowest unoccupied orbital energy (eV) = 0.35
- HOMO level (eV) = -7.67

[2]
Formula: C19H45BF6I4N4O14P
Source: OMol25
Level of theory: ωB97M-V with the def2-TZVPD basis set

Each line ends with the Mulliken charge.
Element x y z (Å)
C 4.4285 0.1342 2.7512  -0.851
O 1.7394 -4.0038 -3.8460  -0.585
C -0.1581 -1.3005 -3.6243  -1.183
C 4.3396 -1.0960 2.1327  -0.510
H -2.1063 -1.4566 -0.0476  -0.330
O -2.9576 2.9057 -1.1538  -0.634
C 0.3890 -0.1284 -2.8041  -0.004
O 4.9664 -1.4084 -4.0721  -0.598
H -1.0848 -2.3783 3.0145  0.301
O -4.0782 4.3330 3.2572  -0.650
I -2.1809 1.1781 -3.6575  -0.032
H -4.1420 0.5233 -1.2054  0.203
C 0.5793 -1.0320 1.1447  1.471
H 9.2078 0.0729 -0.0087  0.309
F -0.6489 -3.0154 -1.2707  0.012
C -0.3494 -0.0326 3.5159  -2.156
H 0.5334 -3.6319 -7.1966  0.295
F 1.6077 -2.6457 -0.2344  -0.242
H 4.0848 -1.7419 -7.6002  0.299
H 1.0895 -0.5101 -2.0764  0.134
O -5.8319 2.7818 5.2574  -0.603
H -6.7735 -2.0901 1.3061  0.338
O -6.4477 -2.9959 1.2468  -0.639
H -0.2339 5.3114 1.4653  0.488
N -1.1103 1.8594 4.6982  0.142
H -1.1324 -0.3835 4.1908  0.786
H 1.1295 4.1277 0.2269  1.156
H 0.5864 -0.3948 3.9478  0.428
H -1.7078 4.6651 0.8041  0.213
N -3.1250 2.3376 1.2090  -0.462
H 4.8692 -2.0722 -4.7639  0.278
C -0.5553 0.9537 -2.2472  -0.984
C -2.2511 -0.6352 -0.7519  1.094
F 0.9904 -3.3374 1.7892  -0.385
H 3.0843 -2.4700 1.1763  0.456
O -0.0119 -3.9433 -6.4689  -0.635
H -0.0542 1.9093 -2.3619  0.584
O 6.1722 1.7147 0.5269  -0.570
H -4.4650 -1.4759 1.0238  0.547
P -0.9921 0.7484 -0.3317  2.013
H -0.7815 3.7358 2.0312  0.098
N 3.3775 0.9258 2.9094  -0.772
H -4.0944 2.0268 1.0871  0.162
H 5.3567 1.9814 0.0847  0.209
O 8.9778 0.9932 0.1494  -0.618
H -1.0920 -1.7129 -3.2463  0.304
O -0.3697 1.4086 3.5721  0.009
C 2.2154 0.5115 2.4122  -0.051
H -3.5160 3.5994 3.5350  0.300
C 0.3351 2.1928 0.1705  -1.161
H 5.5057 -2.2930 -7.7020  0.281
H -2.4050 -1.4458 2.6177  0.454
C 3.1111 -1.5038 1.6453  -1.364
C -3.7519 -0.3394 -0.6612  -1.658
I 1.7921 0.8254 -4.2742  -0.033
C 0.1398 3.7164 0.0657  -0.518
O -0.4425 1.9704 5.6474  -0.348
H -3.9059 3.0528 -1.0601  0.312
H -5.3381 2.1773 5.8199  0.307
H 4.1481 -0.8992 -4.1394  0.227
H -0.2661 -1.0840 -4.6818  0.600
H -4.2405 -1.1724 -1.1886  0.537
H 1.9312 -4.9438 -3.7677  0.281
H 5.3868 0.4822 3.1200  0.373
N -1.4976 -1.7735 2.3123  -0.133
H 0.4292 2.0213 1.2377  -0.461
H -4.9686 3.9954 3.4021  0.293
H -6.9449 -3.3864 0.5222  0.308
B -2.4720 2.1132 -0.1333  0.628
H 0.5844 -2.0959 -3.5538  0.069
C 0.6314 -2.5684 0.7256  0.445
C -0.4763 -3.4283 -0.0218  0.221
I 2.3837 1.9342 -0.6266  0.031
F -1.6424 -3.6454 0.5449  -0.218
H -3.2493 3.3402 1.3375  0.378
H -2.0511 -1.1096 -1.7105  -0.304
H 6.8522 1.7283 -0.1553  0.290
C -4.3144 -0.4307 0.7501  0.153
H 9.3240 1.1911 1.0244  0.309
F -5.5973 0.1695 0.7833  -0.469
H 2.0521 -3.6257 -3.0157  0.224
O 0.3442 -0.4037 -0.0865  -0.117
C -0.6479 -0.5988 2.0660  0.524
H 0.5360 -3.8046 -5.6868  0.291
I -0.2164 4.6225 -1.8695  -0.032
H -6.2908 3.3679 5.8664  0.304
O 4.8060 -2.0976 -7.0720  -0.569
C -0.7185 4.3835 1.1566  -1.045
C 1.9777 -0.6946 1.7497  0.509
H 1.4178 1.2171 2.5659  0.361
H -3.6788 0.0499 1.4925  -0.136
F 0.1100 -4.6705 -0.1213  -0.354
O -1.3589 0.3501 1.4040  -0.373
H 5.2037 -1.7326 2.0046  0.445

- net charge = -1
- molar mass (g/mol) = 1216.97
- lowest unoccupied orbital energy (eV) = 1.76
- HOMO level (eV) = -5.16

[3]
Formula: C19H45ClN5O7
Source: OMol25
Level of theory: ωB97M-V with the def2-TZVPD basis set

Each line ends with the Mulliken charge.
Element x y z (Å)
O -8.6722 2.5102 -1.2806  -0.292
H 3.6867 3.0776 5.0044  0.289
C -1.0116 -0.3804 5.9213  -0.958
C -6.3441 1.8441 -1.4640  -0.468
H 4.1109 1.3547 4.9606  0.190
H -1.0326 2.3096 -5.9781  0.294
H 2.9168 -3.4591 -4.7277  0.301
C -0.7715 1.5880 -5.2040  -0.758
H -1.7718 -1.0968 6.2328  0.261
N 0.4822 2.1212 -4.6210  -0.219
Cl 0.7734 0.4274 0.3870  -0.970
N -0.0494 -1.0600 5.1335  -0.122
H -1.3441 0.5491 5.4591  0.390
O 1.3525 2.9868 -6.4878  -0.661
O 5.2867 -2.8497 -3.8281  -0.668
H -2.4246 -2.6001 1.6312  0.321
H -0.5091 -3.2378 0.8221  0.282
C -9.9838 2.3437 -1.7084  -0.732
H -0.4696 0.6337 -5.6356  0.264
H -7.8817 1.1034 -2.7416  0.393
O -1.6081 -5.5147 2.6819  -0.650
O -5.7213 3.1131 -1.0758  -0.319
H -3.7165 2.7552 -1.2172  0.221
C -4.4618 3.0201 -0.4671  -0.583
C 1.3762 2.8291 -5.2705  0.743
C -2.7125 -3.5186 2.1426  -0.990
H 2.7163 2.4628 -3.7246  0.288
H 6.0133 2.8417 0.4462  0.350
H 2.6923 -1.7989 -5.1263  0.260
H 0.6145 -5.7789 1.5739  0.313
C -1.6053 -4.4996 1.9888  0.744
H -4.2569 3.9971 -0.0294  0.218
H -10.1133 2.6079 -2.7579  0.302
N 5.3317 2.3889 2.3186  -0.177
C 2.5187 -2.5247 -4.3320  -0.881
C -7.6227 2.0217 -2.2146  -0.541
N 3.2812 -2.1317 -3.1159  -0.156
H 7.2455 1.9978 1.4205  0.248
H 1.4464 -2.6516 -4.1830  0.342
H 5.7476 -2.7995 -1.1473  0.263
H -3.5755 -3.9045 1.5999  0.247
H 1.5840 -3.6380 4.6751  0.217
C 0.4916 -5.0935 0.7353  -0.943
C 2.6357 3.1531 -4.5643  -0.947
C 6.4438 2.7360 1.4420  -0.892
O 0.8329 -2.2987 6.8807  -0.663
H 0.7462 1.6948 -3.7443  0.221
H 1.3947 -4.4896 0.6474  0.343
H -7.5068 2.7678 -3.0007  0.316
C 5.2405 -1.9504 -1.6055  -0.949
H 6.8346 3.7271 1.6724  0.297
H -0.5847 0.0864 6.8090  0.290
H 1.8783 -2.0422 3.8442  0.308
H -10.2405 1.2846 -1.6841  0.287
H 6.0672 -1.2608 -1.7759  0.260
H 4.5542 -1.4282 -0.9389  0.323
H 0.0086 -0.7738 4.1666  0.269
H 3.5631 3.0431 -5.1263  0.279
C 5.2614 2.5593 3.6450  0.631
H -5.7256 1.2634 -2.1484  0.347
N -0.6461 -4.2063 1.0737  -0.233
C 4.5912 -2.3792 -2.9268  0.657
H 0.2661 -5.6247 -0.1894  0.283
C 1.8533 -2.5878 4.7875  -0.903
C 0.8352 -1.9101 5.6943  0.611
H 3.1405 2.1897 3.6758  0.334
H -6.4809 1.2171 -0.5830  0.327
H 2.7952 -1.7471 -2.3183  0.238
H 2.5927 4.1715 -4.1781  0.227
H 2.8608 -2.4237 5.1697  0.295
H 4.4277 2.2565 1.8881  0.288
H -10.6392 2.8855 -1.0264  0.232
C 3.9888 2.2542 4.3572  -0.899
H -3.0341 -3.2621 3.1519  0.274
H -4.5349 2.2429 0.2936  0.293
O 6.1915 3.0020 4.3398  -0.664
H -1.6201 1.5031 -4.5251  0.265

- net charge = -1
- relative energy (zero: lowest compared OMol25 entry of this formula, charge and spin) (kcal/mol) = 48.36
- molar mass (g/mol) = 491.05
- lowest unoccupied orbital energy (eV) = 2.15
- HOMO level (eV) = -5.39